Formula: C32H25CoN10O2S
Source: the OMol25 dataset
Level of theory: ωB97M-V/def2-TZVPD

Each line ends with the Mulliken charge.
Atoms and positions in Å:
Co1 -0.0298 1.5412 0.4088  -0.85
O1 -1.2800 0.6265 4.1304  -0.65
C1 -1.0982 0.7974 2.9479  -0.01
N1 -0.1747 1.6108 2.3285  0.89
C2 0.7235 2.3545 3.0540  -0.01
O2 0.8737 2.4043 4.2543  -0.66
C3 1.6384 3.1693 2.1552  0.68
C4 2.6256 3.9654 2.7124  -0.89
C5 3.4540 4.6814 1.8645  -0.34
C6 3.2663 4.5776 0.4936  -0.91
C7 2.2539 3.7584 0.0233  -0.26
N2 1.4556 3.0696 0.8359  0.24
C8 -1.9667 0.0728 1.9380  0.39
C9 -3.0279 -0.7082 2.3648  -0.73
C10 -3.8175 -1.3286 1.4113  -0.59
C11 -3.5220 -1.1387 0.0684  -0.81
C12 -2.4338 -0.3534 -0.2691  -0.42
N3 -1.6637 0.2322 0.6462  0.50
H1 2.7137 4.0005 3.7890  0.57
H2 4.2355 5.3135 2.2646  0.45
H3 3.8897 5.1205 -0.2026  0.44
H4 2.0709 3.6488 -1.0399  0.46
H5 -3.2057 -0.8028 3.4266  0.60
H6 -4.6507 -1.9523 1.7074  0.47
H7 -4.1170 -1.5986 -0.7079  0.51
H8 -2.1548 -0.1984 -1.3053  0.41
N4 3.2889 -1.1756 0.9225  0.13
C13 2.3036 -0.3123 1.1803  -0.55
N5 1.5148 0.1799 0.2804  0.24
C14 1.7140 -0.1358 -1.0559  -0.04
N6 1.0232 0.4471 -1.9945  -1.64
N7 0.1519 1.3676 -1.4544  1.89
C15 -0.5347 2.1105 -2.2370  -0.46
C16 -1.4066 3.0883 -1.5742  0.87
C17 -2.2183 3.9721 -2.2630  -0.97
C18 -2.9975 4.8601 -1.5319  -0.36
C19 -2.9347 4.8319 -0.1509  -0.88
C20 -2.0924 3.9125 0.4637  -0.21
N8 -1.3460 3.0629 -0.2270  0.19
C21 2.7449 -1.1029 -1.3994  0.92
C22 2.9642 -1.5343 -2.7115  -0.29
C23 3.9545 -2.4512 -2.9793  -0.96
C24 4.7483 -2.9488 -1.9417  -0.42
C25 4.5499 -2.5347 -0.6428  -1.02
C26 3.5411 -1.6125 -0.3771  0.09
H9 3.8700 -1.5010 1.6796  0.31
H10 2.1530 -0.0298 2.2174  0.53
H11 -0.4597 2.0225 -3.3154  0.47
H12 -2.2394 3.9649 -3.3442  0.50
H13 -3.6440 5.5634 -2.0390  0.43
H14 -3.5254 5.5061 0.4523  0.45
H15 -2.0100 3.8516 1.5426  0.51
H16 2.3447 -1.1284 -3.4994  0.50
H17 4.1242 -2.7864 -3.9929  0.45
H18 5.5271 -3.6675 -2.1576  0.43
H19 5.1595 -2.9223 0.1636  0.43
N9 -3.3149 -6.2462 -1.2648  -0.30
C27 -2.9473 -5.6222 -0.1367  0.20
S1 -3.6195 -5.9974 1.3152  -0.35
C28 -1.9074 -4.5454 -0.2883  1.24
C29 -1.3253 -3.9903 0.8435  -0.74
C30 -0.4117 -2.9642 0.6974  -0.50
N10 -0.0520 -2.4469 -0.4780  0.19
C31 -0.5911 -3.0000 -1.5610  -0.69
C32 -1.5081 -4.0389 -1.5209  -0.92
H20 -4.0010 -6.9796 -1.1965  0.21
H21 -2.8658 -6.0918 -2.1477  0.16
H22 -1.6031 -4.3559 1.8218  0.43
H23 0.0265 -2.5086 1.5795  0.43
H24 -0.2984 -2.5796 -2.5173  0.39
H25 -1.9082 -4.3949 -2.4601  0.27

Atomic forces in eV per Å
0.0545 0.2292 0.4453
0.0005 -0.0186 0.0027
0.0071 0.0350 0.0014
-0.0051 0.0121 -0.0269
0.0631 -0.0191 0.0173
-0.0216 0.0044 -0.0304
-0.0227 0.0338 0.0183
-0.0151 0.0066 -0.0114
-0.0010 0.0023 -0.0058
-0.0244 0.0023 0.0111
-0.0199 0.0411 -0.0140
0.0123 -0.1829 -0.0469
0.0060 -0.0590 0.0117
0.0186 0.0106 -0.0164
0.0048 -0.0162 -0.0126
0.0328 -0.0132 0.0179
0.0377 -0.0559 -0.0117
0.0042 0.0810 0.0008
0.0031 0.0013 0.0010
0.0006 0.0007 0.0003
0.0014 0.0010 -0.0021
0.0082 -0.0199 -0.0062
0.0017 -0.0005 0.0048
0.0003 0.0024 -0.0020
-0.0065 -0.0056 -0.0076
-0.0033 -0.0008 0.0181
0.0719 0.0440 0.0397
-0.1388 -0.1556 0.0178
0.0194 0.0555 -0.0589
-0.0754 0.0163 -0.1939
0.0928 -0.0234 0.2120
0.0815 -0.0175 -0.3242
-0.0070 -0.0009 0.1063
0.0004 -0.0057 0.0460
-0.0055 0.0085 0.0229
0.0080 -0.0106 -0.0164
-0.0041 0.0048 0.0217
0.0120 -0.0110 -0.0309
-0.1780 0.0295 -0.1243
-0.0260 0.0125 -0.0831
-0.0009 0.0408 0.0092
0.0190 -0.0183 0.0056
0.0038 -0.0058 -0.0135
-0.0218 -0.0049 0.0173
-0.0331 -0.0423 -0.0199
-0.0243 -0.0113 -0.0113
-0.0017 -0.0097 -0.0059
0.0055 0.0002 -0.0097
0.0011 -0.0035 -0.0077
-0.0004 0.0020 0.0013
-0.0012 0.0047 -0.0001
-0.0013 -0.0036 0.0005
0.0079 -0.0065 0.0123
0.0014 -0.0008 -0.0047
0.0023 0.0008 0.0008
0.0082 -0.0010 0.0036
-0.0077 -0.0131 0.0326
0.0357 0.0354 0.0044
-0.0150 0.0575 -0.0166
-0.0923 -0.0832 0.0158
0.0050 -0.0381 0.0371
-0.0251 0.1780 0.0017
0.0678 -0.2213 0.0040
-0.0032 0.0755 0.0073
-0.0586 0.0371 -0.0090
0.0084 0.0062 -0.0077
0.0628 -0.0141 -0.0421
0.0020 0.0066 0.0058
0.0366 0.0002 0.0097
0.0610 0.0229 -0.0046
-0.0305 -0.0089 -0.0074

Its expectation value of S² is 0.756. The charge is +1. As for the spin multiplicity: 2. Its energy above the lowest of the compared OMol25 structures with the same formula, charge and spin is 0.0 kcal per mole.

***

Formula: C32H25CoN10O2S
Source: the OMol25 dataset
Level of theory: ωB97M-V/def2-TZVPD

Each line ends with the Mulliken charge.
Atoms and positions in Å:
Co1 -0.6108 0.5426 0.3097  -0.62
O1 -2.4164 -0.1012 3.7844  -0.66
C1 -2.1059 0.1185 2.6377  0.20
N1 -0.8925 0.5264 2.1614  0.86
C2 0.1044 0.9714 2.9743  -0.25
O2 0.0416 1.3050 4.1304  -0.63
C3 1.4104 1.0398 2.1732  2.16
C4 2.5871 0.5427 2.9469  -1.34
C5 3.8078 0.3976 2.4222  -0.56
C6 4.2033 0.6690 1.0538  -0.48
C7 3.4333 1.1461 0.0713  -0.98
N2 2.0520 1.4652 0.2080  -0.43
C8 -3.0362 -0.1191 1.4840  0.21
C9 -4.2652 -0.7276 1.7006  -0.82
C10 -5.0949 -0.9601 0.6191  -0.56
C11 -4.6650 -0.5530 -0.6375  -0.70
C12 -3.4171 0.0345 -0.7692  -0.39
N3 -2.6016 0.2414 0.2635  0.69
H1 2.3946 0.2968 3.9807  0.50
H2 4.6008 0.0454 3.0641  0.50
H3 5.2365 0.4520 0.8221  0.50
H4 3.8092 1.2965 -0.9310  0.52
H5 -4.5351 -0.9924 2.7109  0.59
H6 -6.0518 -1.4374 0.7526  0.46
H7 -5.2867 -0.6954 -1.5062  0.49
H8 -3.0610 0.3467 -1.7421  0.30
N4 -0.7101 -3.9885 0.6185  0.10
C13 -1.1164 -2.7256 0.4292  -0.32
N5 -0.3365 -1.6975 0.4520  0.21
C14 1.0245 -1.8649 0.6500  -0.43
N6 1.8253 -0.8601 0.7367  -1.36
N7 1.2753 0.3962 0.8217  2.60
C15 1.7630 2.3288 1.3850  0.14
C16 0.6065 3.2473 1.1555  -0.22
C17 0.6970 4.5897 1.5066  -1.13
C18 -0.4049 5.4093 1.3331  -0.58
C19 -1.5762 4.8571 0.8363  -0.97
C20 -1.5841 3.5094 0.5271  -0.21
N8 -0.5149 2.7332 0.6529  0.28
C21 1.5503 -3.2130 0.7564  0.65
C22 2.9118 -3.4729 0.9067  -0.50
C23 3.3540 -4.7701 1.0697  -0.89
C24 2.4426 -5.8205 1.0870  -0.49
C25 1.0896 -5.5823 0.9487  -0.99
C26 0.6377 -4.2795 0.7749  0.07
H9 -1.3780 -4.7468 0.6439  0.32
H10 -2.1703 -2.5698 0.2373  0.33
H11 2.6315 2.8716 1.7604  0.47
H12 1.6139 4.9716 1.9262  0.50
H13 -0.3558 6.4544 1.5927  0.44
H14 -2.4664 5.4471 0.6952  0.47
H15 -2.4847 3.0219 0.1777  0.40
H16 3.5889 -2.6347 0.9065  0.56
H17 4.4056 -4.9739 1.1943  0.45
H18 2.7917 -6.8328 1.2129  0.42
H19 0.3847 -6.3985 0.9746  0.42
N9 -0.9453 1.3365 -6.6234  -0.34
C27 -0.2910 0.4442 -5.8325  0.46
S1 0.4768 -0.8631 -6.6110  -0.33
C28 -0.2815 0.5540 -4.4259  1.03
C29 0.4232 -0.3829 -3.6230  -0.97
C30 0.4029 -0.2994 -2.2650  -0.45
N10 -0.2819 0.6471 -1.5747  1.09
C31 -0.8991 1.5876 -2.3308  -0.79
C32 -0.9260 1.5899 -3.6946  -0.90
H20 -0.7844 1.2723 -7.6154  0.23
H21 -1.1663 2.2506 -6.2654  0.19
H22 0.9878 -1.1620 -4.1120  0.47
H23 0.9750 -1.0095 -1.6864  0.36
H24 -1.3816 2.3905 -1.7917  0.31
H25 -1.4466 2.3888 -4.2002  0.33

Atomic forces in eV per Å
-0.1484 0.0848 0.5437
-0.4345 -0.0752 -0.0434
0.7148 0.0997 0.2340
-0.4833 -0.2830 0.5045
0.1397 -0.0348 -0.2011
0.2534 0.0962 0.1779
0.0639 0.0568 0.5046
0.3558 -0.0605 -0.0235
-0.2650 0.0520 0.4817
0.1067 0.2722 -0.5191
0.6735 -0.1699 0.1812
0.3459 0.7150 -0.7801
-0.5538 -0.2229 0.0100
0.1596 0.1906 -0.0860
0.2114 0.1630 -0.1258
-0.0274 -0.0555 0.1228
-0.1833 -0.0172 -0.1931
-0.2654 -0.1097 0.1844
0.0310 0.0406 0.1084
0.0329 -0.0919 0.1562
0.0896 0.0372 -0.1449
0.1619 -0.0128 0.0142
0.0304 -0.0135 0.1065
-0.1426 -0.0464 -0.0181
-0.0229 -0.0014 -0.1280
0.0389 -0.0352 -0.0144
-0.3195 -0.1135 -0.0210
0.1765 -0.0139 0.0630
-0.2464 0.0515 -0.2203
-0.1739 0.7643 0.0761
0.8510 -1.2954 -0.0902
-1.1279 -0.0847 0.2778
-0.2301 -0.0073 0.1073
0.0563 0.5951 0.0285
-0.1137 -0.1498 0.0195
-0.0707 -0.1458 -0.0624
0.0952 -0.0299 0.0492
0.0121 0.2561 0.0223
0.0740 -0.2040 -0.2570
-0.1414 -0.5297 -0.0135
-0.0499 -0.2029 0.0399
0.0441 0.2060 -0.0482
-0.2039 0.0417 -0.0071
0.0053 -0.0226 -0.0296
0.7200 0.2487 0.0741
0.0203 0.1787 -0.0537
-0.1424 -0.0716 0.0370
-0.1144 -0.1110 -0.0546
0.1088 0.0608 0.0139
0.0052 0.1270 0.0303
-0.0968 0.0863 0.0283
-0.0941 -0.0031 -0.0864
0.1106 0.0811 0.0087
0.1025 0.0032 -0.0081
0.0249 -0.1125 0.0344
-0.1037 -0.1280 -0.0155
0.3413 0.1392 1.1142
0.7418 -1.7634 -4.3677
-0.7364 1.2013 0.7484
0.0111 0.5370 3.9569
-0.4232 0.6892 -1.4330
-0.3029 0.5580 1.0465
-0.1833 -0.0791 -1.9900
0.3841 -0.2910 1.2114
0.5456 -0.8925 -1.5016
-0.0130 -0.1446 0.0071
-0.1391 0.0578 -0.0360
-0.0230 -0.0370 0.0085
-0.1058 0.0074 0.1091
-0.0576 -0.0868 0.1000
-0.1003 0.0512 0.0313

Its expectation value of S² is 0.756. The charge is +1. As for the spin multiplicity: 2. Its energy above the lowest of the compared OMol25 structures with the same formula, charge and spin is 86.6 kcal per mole.

***

Formula: C32H25F9N8O2S2SbW
Source: the OMol25 dataset
Level of theory: ωB97M-V/def2-TZVPD

Each line ends with the Mulliken charge.
Atoms and positions in Å:
W1 0.0572 0.4281 1.0277  1.82
C1 -0.7501 -0.5407 5.9402  -1.76
C2 -0.7396 -0.4435 4.4342  -0.32
N1 0.1226 0.2242 3.7639  1.08
N2 1.1201 0.8226 4.4379  -1.29
C3 1.8939 1.5319 3.7038  0.76
N3 3.0027 1.9660 4.2394  -0.40
S1 1.4964 2.1942 2.1294  -0.38
C4 -1.7642 -1.3388 3.7836  0.92
C5 -2.9710 -1.7142 4.2070  -0.29
C6 -3.8330 -2.5436 3.3438  -0.72
C7 -3.4187 -3.1370 2.2345  -0.99
C8 -1.9184 -3.1996 2.0212  -0.45
N4 -1.3058 -1.9497 2.6406  0.37
H1 0.1521 -1.0675 6.2005  0.29
H2 -1.5953 -1.1269 6.2522  0.52
H3 -0.7729 0.3669 6.4595  0.33
H4 3.1674 2.0534 5.2062  0.26
H5 3.5387 2.6447 3.7202  0.17
H6 -3.4027 -1.3471 5.1316  0.48
H7 -4.8038 -2.6739 3.6961  0.51
H8 -4.0770 -3.7146 1.6098  0.50
H9 -1.5201 -4.1632 2.3695  0.46
C9 -3.5851 2.0346 0.4690  -1.44
C10 -2.3272 1.3132 0.6335  1.21
O1 -1.9110 0.4487 -0.1416  -0.54
O2 -1.5215 1.6486 1.5838  -0.68
H10 -3.3272 3.1317 0.3712  0.33
H11 -4.2797 1.9791 1.2771  0.34
H12 -4.0171 1.7619 -0.4679  0.39
S2 -1.7165 -0.5962 -6.3984  -0.18
C11 -0.4711 -1.1181 -7.2876  0.55
N5 0.4737 -1.2919 -7.9555  -0.49
F1 -1.3650 -4.5181 -5.4413  -0.25
C12 -2.1507 -4.9997 -4.4037  0.81
F2 -3.4461 -4.8860 -4.7603  -0.25
F3 -1.9259 -6.3204 -4.3257  -0.27
C13 -1.8760 -4.3846 -3.0589  0.23
C14 -2.1632 -5.0706 -1.8795  -1.06
C15 -1.8596 -4.4506 -0.6894  -0.96
C16 -1.4217 -3.0796 -0.5953  1.09
C17 -0.9962 -2.4651 -1.8225  0.13
C18 -1.3349 -3.1173 -2.9969  -0.25
C19 -1.3757 -2.5902 0.7292  0.88
C20 -0.8864 -1.4141 1.4024  -0.56
H13 -2.5059 -6.0877 -1.7421  0.39
H14 -2.1817 -5.0129 0.2235  0.22
H15 -0.7392 -1.4357 -1.7345  -0.22
H16 -1.1795 -2.5873 -3.9448  0.47
F4 0.5765 -0.3802 -0.6298  -0.68
Sb1 1.5720 -3.1843 3.6203  1.73
F5 -0.0353 1.9905 -0.1279  -0.84
F6 2.4815 -4.5505 4.6518  -0.56
F7 1.5013 -0.7435 1.7158  -0.62
F8 2.6841 -1.7834 4.0698  -0.51
F9 2.3224 -3.9436 1.9450  -0.58
N6 2.2501 3.0555 -1.1419  0.26
C21 3.1025 4.0093 -0.6073  1.19
C22 3.4509 4.2896 0.6658  -0.07
C23 4.4273 5.2094 0.8790  -0.49
C24 5.0940 5.9248 -0.1901  -0.97
C25 4.5666 5.7128 -1.4493  -0.50
C26 3.5921 4.7227 -1.7011  -0.08
N7 3.0274 4.2803 -2.8693  -0.77
C27 2.1681 3.3628 -2.4789  0.20
C28 1.3296 2.5684 -3.3989  0.52
C29 0.4965 1.6427 -2.8685  0.25
C30 -0.1751 0.7780 -3.6946  -0.72
N8 -0.1388 0.8713 -5.0234  -0.21
C31 0.6847 1.7694 -5.5609  -0.60
C32 1.3798 2.6948 -4.7658  -0.36
H17 1.5430 2.5914 -0.6516  0.09
H18 2.9033 3.8088 1.5085  -0.30
H19 4.7451 5.3690 1.8794  0.41
H20 5.8464 6.6421 -0.0401  0.44
H21 4.9213 6.3470 -2.2365  0.43
H22 0.3044 1.4425 -1.8079  0.28
H23 -0.9273 0.0858 -3.3001  0.41
H24 0.7542 1.8550 -6.6004  0.43
H25 1.9630 3.3986 -5.3878  0.44

Atomic forces in eV per Å
1.4393 0.3452 1.0067
0.0749 -1.0539 -1.1444
-1.0521 -0.1021 1.0412
-1.1920 -0.4156 -1.6018
-0.8803 -1.1317 0.9452
-1.1993 0.3193 -0.9854
2.4263 1.7643 -0.5813
-0.6473 -1.4191 -0.2297
1.8399 1.0487 0.2800
-0.8546 -0.4041 0.0485
1.3156 0.6711 0.5347
1.0156 -0.5592 0.0959
-0.4044 1.5238 -0.3739
-0.2386 -0.3821 -2.9352
0.4861 -0.1928 0.4499
-0.2285 -0.2865 0.2168
0.1756 1.5550 0.5157
-0.2693 -0.5796 1.2352
-0.0434 -0.1757 -0.2036
0.1882 0.0462 -0.1333
-1.7036 0.0014 0.2171
-0.0790 -0.1562 -0.1384
0.2268 0.3121 -0.0448
0.2960 2.1473 -0.8618
0.5151 1.1223 1.6677
0.4592 -1.5447 -0.6952
-1.0171 -0.6117 0.9554
-0.1313 -1.0847 0.1992
-0.3151 -0.3766 0.6362
-0.5670 -0.3652 -0.4866
-1.0060 0.1730 0.8804
1.7574 0.0864 -1.3385
-0.6814 -0.2527 0.5284
-1.1845 -0.3691 1.5941
0.2873 -0.4893 -0.9690
0.3574 0.4613 -0.0888
0.2573 -0.1429 -0.1615
0.0147 -0.0080 -0.0828
0.8170 -0.0409 0.6594
-1.2474 0.5927 0.9456
0.5902 -1.9412 -0.7105
-2.1894 -0.7211 1.6206
0.7367 1.1879 -0.8451
0.8316 0.7729 -0.1195
-1.4384 -2.3126 1.6070
-0.1674 -0.0065 -0.8757
0.6187 0.6990 -0.7196
0.5839 0.3542 -0.5062
0.1081 -0.2371 0.3487
-0.0047 0.4522 0.5250
0.1946 -2.1624 -1.3697
0.8360 0.1810 -0.1734
-0.3689 0.8100 -0.3593
-0.6478 0.6107 -0.2862
1.0315 0.5317 0.2237
-0.5670 0.9371 1.4961
0.8493 1.9010 -1.0586
-0.7131 -0.8500 -1.9722
-0.4683 -0.3426 2.5374
1.7260 1.1544 -0.8516
-2.9909 -2.1240 0.3942
0.3772 0.1524 -0.3826
1.0062 0.5719 0.7839
-0.9109 -0.0858 0.0305
0.7866 -0.2194 -0.7265
1.2032 1.4833 0.5996
-1.1719 -2.1592 1.2205
-1.4297 0.1687 -0.8266
0.5679 -0.3397 -0.1522
-0.3963 0.7410 2.3063
0.3442 -0.4340 -2.4307
-1.0286 -0.7954 0.7585
1.0248 0.6684 -0.9510
0.2217 0.3202 0.7832
0.7780 0.7300 0.3721
0.1503 -0.0170 -0.6082
0.5962 0.5718 -0.9373
0.4610 0.0727 -0.0516
-0.0710 -0.1787 -1.5007
-0.0669 -0.1717 1.2109

Its expectation value of S² is 3.813. As for the spin multiplicity: 4. Its energy above the lowest of the compared OMol25 structures with the same formula, charge and spin is 29.3 kcal per mole.